ORCA calculation (ωB97M-V with the def2-TZVPD basis set) on C3H4N6 in the gas phase.

Values from the calculation:
Total charge   0
Max |F|   8.47 eV/A
Energy above the lowest of the compared OMol25 structures with the same formula, charge and spin   127.8 kcal per mole
Gap between HOMO and LUMO   7.8 eV
HOMO energy   -9.120 eV
DFT total energy   -12109.2419 eV

CARTESIAN COORDINATES (ANGSTROEM)
C 1.456 -1.578 -1.004
C -0.987 1.498 0.898
C -0.885 0.117 0.827
H 1.793 -2.603 -1.505
H 2.094 -0.520 -0.961
H -1.950 2.054 1.329
H -1.050 -1.706 1.227
N 0.115 -1.514 -0.539
N -0.007 -0.124 -0.355
N 0.647 0.729 -1.026
N 0.599 2.003 -0.657
N -0.232 2.415 0.305
N -1.592 -0.771 1.462